C8H11AsF6MnN2OSSe | wB97M-V/def2-TZVPD

The geometry in XYZ format:
```
32
Properties=species:S:1:pos:R:3:forces:R:3
H -3.156588 1.177942 -2.857421 0.0 0.0 0.0
H 4.482640 -1.131025 4.332780 0.0 0.0 0.0
F 0.297850 0.801368 -3.460659 0.0 0.0 0.0
As -0.086066 -0.714369 -4.280602 -0.1 0.0 0.1
C -2.118700 3.551076 -1.380216 0.1 0.0 0.0
Mn 0.089161 -0.330452 -1.260880 0.2 0.1 0.1
H -4.059800 1.638160 -1.410464 0.0 0.0 0.0
H -3.121851 3.859738 -1.094668 0.0 0.0 0.0
C 3.510739 -0.972641 4.795804 0.0 0.0 0.0
H -1.368792 4.011897 -0.742040 0.0 0.0 0.0
N 0.523088 -1.409852 1.877105 -0.1 0.0 0.0
O -0.873588 1.580960 -1.078252 0.0 0.0 0.0
C 1.701504 -0.757064 1.622085 -0.1 0.0 -0.2
H 1.060362 -2.275382 5.062068 0.0 0.0 0.0
F -1.283013 0.076562 -5.208112 0.0 0.0 0.0
S 2.079703 -0.055405 0.114318 0.0 0.0 -0.1
C -1.959916 2.062100 -1.367102 0.0 0.0 0.0
H -3.004006 0.193220 -1.402158 0.0 0.0 0.0
N 2.633160 -0.654152 2.584287 0.0 0.0 0.1
H -0.633052 -2.447153 3.231532 0.0 0.0 0.0
F -1.287160 -0.909564 -2.944517 -0.1 0.0 0.0
Se -0.907558 -1.693039 0.636215 0.0 -0.1 0.0
F 1.025005 -1.427485 -3.092030 0.0 0.0 0.0
C 0.313590 -1.942771 3.101427 0.0 0.0 0.0
H 3.485091 0.056866 5.157377 0.0 0.0 0.0
H 3.388435 -1.642508 5.644787 0.0 0.0 0.0
F -0.495188 -2.256650 -4.870529 0.0 0.0 0.0
F 1.160437 -0.479816 -5.409330 0.0 0.0 0.0
C -3.123064 1.211147 -1.764237 0.0 0.0 0.0
C 2.428748 -1.164778 3.780144 0.1 0.0 0.0
C 1.240778 -1.843416 4.089600 0.0 0.0 0.1
H -1.941948 3.886486 -2.406311 0.0 0.0 0.0
```
Positions in Å, forces in eV/Å.

Values from the calculation:
⟨S²⟩ = 8.755
multiplicity = 6
HOMO (alpha / beta) = -8.421 / -8.691 eV
charge = 0
Kohn-Sham gap (alpha / beta) = 0.302 / 0.311 hartree
LUMO level (alpha / beta) = -0.20 / -0.23 eV

Results of the Mulliken charge analysis, in e, for atoms 1 through 2: atom 1 (H): 0.27, atom 2 (H): 0.34


C8H11Br2N3O | wB97M-V/def2-TZVPD

The geometry in XYZ format:
```
25
Properties=species:S:1:pos:R:3:forces:R:3
C -2.281797 -0.267609 -1.231880 -3.5 -0.3 -2.9
H -2.771913 -0.123211 -2.321296 2.0 0.1 2.4
N -0.621013 -0.934843 0.355068 -1.6 0.8 0.2
C -1.617381 -1.211710 1.210552 1.8 0.6 -1.1
H 0.535662 -0.710981 3.134376 -2.2 0.4 1.5
H 3.191437 0.091395 1.050703 -0.3 0.9 -0.1
C 1.405585 -0.618720 2.601897 1.4 1.1 0.0
H -1.313125 -1.641102 2.176924 -0.5 0.2 -0.5
H 0.759323 0.749875 -3.352393 0.4 0.2 -0.7
H -0.002682 -0.847191 -3.671132 0.3 -0.4 0.3
N 0.147604 -0.069518 -1.602950 0.6 -0.1 -1.6
Br 1.552555 -2.381280 -0.852035 0.0 -1.2 0.4
C -0.973596 -0.379344 -0.839948 2.4 -1.2 1.3
C -0.011283 0.063777 -3.080460 -1.2 1.1 1.0
C 1.431609 -0.489376 -1.145862 -1.1 -0.1 0.5
H 1.377287 -1.458254 1.982129 0.5 -0.9 -1.8
C 2.441396 0.901312 1.148524 0.2 -2.9 -0.4
N -3.282895 -0.560146 -0.384755 1.4 0.7 -0.7
O 1.454224 0.660821 1.999456 -0.7 0.7 -0.2
C -2.896080 -0.927310 0.810529 -1.6 -0.8 1.4
H 2.481763 1.828348 0.645636 -0.1 0.8 -0.2
H -3.714520 -1.097547 1.466000 -0.5 -0.2 0.8
Br 2.908428 -0.147422 -2.233534 0.7 1.1 -0.6
H 2.215884 -0.655279 3.284880 0.9 -0.4 0.7
H -0.968137 0.572503 -3.287184 0.4 -0.2 0.2
```
Positions in Å, forces in eV/Å.

Values from the calculation:
multiplicity = 1
HOMO (alpha / beta) = -7.781 / -6.893 eV
charge = 0
Kohn-Sham gap (alpha / beta) = 0.300 / 0.230 hartree
LUMO level (alpha / beta) = 0.39 / -0.65 eV

Results of the Mulliken charge analysis, in e, for atoms 1 through 2: atom 1 (C): -0.24, atom 2 (H): 0.16


C8H11FeNPS | wB97M-V/def2-TZVPD

The geometry in XYZ format:
```
23
Properties=species:S:1:pos:R:3:forces:R:3
H 2.597273 1.631796 3.550145 0.1 0.4 0.1
H 1.667804 -2.094298 1.051746 0.3 -0.1 -0.8
H -2.688851 1.727089 -1.578135 0.0 -0.1 0.2
H 1.250319 -0.405181 2.625410 0.2 0.8 -0.5
H -2.975528 -0.224911 -2.940305 0.9 0.1 0.3
C -1.676775 -1.517837 -1.753695 -1.1 -1.6 0.2
N 0.902690 0.808601 0.818371 0.7 0.0 2.6
H 2.788073 -1.009980 -0.604483 -0.3 -0.7 0.4
C -1.673609 0.781859 0.096724 -1.7 1.7 -0.9
H 0.706403 2.509069 -0.512309 0.1 -0.3 0.6
H -1.702889 1.669952 0.757150 -0.2 -0.5 -0.4
C -2.191627 0.818868 -1.204562 -0.9 1.2 1.3
H 1.418987 -2.754926 -1.100211 0.6 0.0 0.4
P 1.502452 -1.593064 -0.285988 0.7 0.2 -0.5
C 1.139124 2.085944 0.396717 0.0 -0.1 -0.6
C -1.142097 -1.902590 -0.509265 -1.5 -0.3 -1.0
C -2.283061 -0.275663 -2.078541 0.5 -0.6 -0.4
C 2.080413 1.648581 2.609095 0.0 -0.5 0.6
H -1.800512 -2.253459 -2.564872 -0.1 -0.2 0.3
C 1.421720 0.561907 2.118833 -0.8 1.1 -2.6
S 2.008535 3.045357 1.535431 0.6 0.2 0.7
H -1.032890 -2.969592 -0.210375 0.2 0.7 -0.7
Fe -0.315957 -0.287521 -0.216878 1.8 -1.5 0.9
```
Positions in Å, forces in eV/Å.

Values from the calculation:
⟨S²⟩ = 6.079
multiplicity = 5
HOMO (alpha / beta) = -0.829 / -3.513 eV
charge = -1
Kohn-Sham gap (alpha / beta) = 0.152 / 0.249 hartree
LUMO level (alpha / beta) = 3.31 / 3.26 eV

Results of the Mulliken charge analysis, in e, for atoms 1 through 2: atom 1 (H): 0.39, atom 2 (H): 0.03


C8H11IN | wB97M-V/def2-TZVPD

The geometry in XYZ format:
```
21
Properties=species:S:1:pos:R:3:forces:R:3
H 1.423394 0.200922 -1.553344 0.0 -0.1 -0.1
C -3.066033 0.276406 0.061200 0.1 -0.1 -0.1
C -2.092094 1.236479 -0.049475 0.2 0.1 0.1
C 2.769482 1.028227 -0.109207 0.0 -0.1 0.0
H -1.232479 -2.469806 0.324281 0.0 0.0 0.0
N -2.688836 -1.008014 0.172136 -0.1 0.0 0.1
H -3.412469 -1.713341 0.235525 0.0 0.0 0.0
H -2.371258 2.273995 -0.151375 0.0 0.0 0.0
C -0.387009 -0.487915 0.133008 0.0 0.4 0.0
C 1.043160 -0.934451 0.208746 -0.1 0.0 0.0
H 3.479414 0.697438 0.646284 0.0 0.0 0.0
C 2.006284 -0.152010 -0.697482 0.1 0.0 -0.1
C -0.757268 0.856481 -0.010052 0.1 -0.2 0.0
H 3.333540 1.518188 -0.901239 0.0 0.0 0.0
H 0.018231 1.607443 -0.075323 0.0 0.0 0.0
H 2.113367 1.771621 0.343995 0.0 0.0 0.1
C -1.407669 -1.409071 0.213238 -0.1 0.0 0.0
H -4.123554 0.487395 0.042989 0.0 -0.1 0.0
H 2.721776 -0.868137 -1.099846 0.0 0.0 0.0
H 1.092217 -1.990764 -0.040914 0.0 0.0 0.0
I 1.537805 -0.921086 2.306856 0.1 0.0 0.1
```
Positions in Å, forces in eV/Å.

Values from the calculation:
multiplicity = 1
HOMO = -12.815 eV
charge = +1
Kohn-Sham gap = 0.300 hartree
LUMO level = -4.65 eV

Results of the Mulliken charge analysis, in e, for atoms 1 through 2: atom 1 (H): 0.41, atom 2 (C): -0.28


C8H11IN2OS | wB97M-V/def2-TZVPD

The geometry in XYZ format:
```
24
Properties=species:S:1:pos:R:3:forces:R:3
C -0.923244 1.267067 1.373932 -1.0 0.7 1.3
C 0.746732 -0.643448 1.822226 0.0 -0.1 1.7
H -1.280906 -0.670705 -3.097441 -1.8 0.1 -1.3
C -1.388382 -2.085151 0.674667 2.6 1.0 -2.3
N -1.942524 -2.596993 -0.368398 -0.5 -0.3 0.8
H -1.434937 2.023000 0.688781 1.4 -1.1 0.5
H -0.050480 0.656907 -2.178226 0.9 1.1 0.3
C -0.872825 -1.227659 -2.305042 0.5 0.4 0.2
C -0.313952 -0.141270 -1.516589 -0.2 -0.3 0.9
H -2.623898 -3.381667 -0.337200 0.2 0.3 0.6
C -1.801621 -2.286258 -1.822866 -0.4 1.6 -0.8
H -1.733245 0.562660 1.653145 0.4 0.4 0.0
H 1.827501 1.688638 1.538259 0.3 1.3 1.6
H 0.004540 -1.496851 -2.859421 0.8 -1.5 -0.2
H 0.803133 -0.406056 2.929557 0.3 0.3 -1.4
H 2.474523 0.694590 0.361661 -0.5 0.4 -0.7
H 1.365964 2.124441 -0.120185 0.0 0.0 -0.2
N -0.206979 -0.247704 -0.279042 -0.7 -2.0 0.8
C 0.282861 0.412712 0.882752 -0.7 2.4 -0.6
H 1.640232 -1.109454 1.409190 -0.1 -0.6 0.4
S -0.566891 -2.112296 2.049498 -0.5 0.3 -0.1
O -2.608952 -2.758356 -2.531611 0.0 -0.9 0.2
I -0.527836 2.388298 3.298938 -0.2 -0.9 -1.4
C 1.608571 1.342540 0.582494 -0.8 -2.6 -0.2
```
Positions in Å, forces in eV/Å.

Values from the calculation:
multiplicity = 1
HOMO = -15.885 eV
charge = +2
Kohn-Sham gap = 0.178 hartree
LUMO level = -11.03 eV

Results of the Mulliken charge analysis, in e, for atoms 1 through 2: atom 1 (C): -1.25, atom 2 (C): -0.80


C8H11N2O3S2 | wB97M-V/def2-TZVPD

The geometry in XYZ format:
```
26
Properties=species:S:1:pos:R:3:forces:R:3
H -3.509219 -1.311507 -2.726038 0.2 0.3 0.0
C -1.009861 1.909057 2.445328 -1.2 0.8 -2.0
C -3.547424 -1.245656 -1.646779 -2.7 -2.4 0.5
S -0.453253 0.390684 0.298612 0.2 -0.4 0.7
H -4.326822 -1.997205 -1.201089 2.1 0.9 -0.8
H 4.750222 0.318918 -1.153222 -0.1 1.3 -1.0
H 5.203430 -1.267743 -0.767513 -1.2 1.8 0.5
O -0.304822 1.627776 -0.397940 -0.5 0.5 -0.1
H 3.768104 -2.566194 0.952487 -0.4 0.1 0.1
C 1.127623 -0.330792 0.344257 -2.6 -1.5 2.0
C 3.359789 -0.702482 -0.077631 -1.0 -1.2 -0.4
H -0.422233 1.659482 3.243052 1.3 -0.1 2.3
H 1.348336 1.533783 -1.381584 0.6 -0.7 0.2
C -3.677868 0.034978 -0.794659 -1.7 0.7 -1.1
H -4.521776 0.081552 -0.108485 0.6 -0.6 0.5
N 4.599161 -0.420377 -0.536814 2.2 -2.8 0.1
O 2.154600 0.968453 -1.396013 0.5 -0.1 0.6
H -3.750289 0.916083 -1.389690 0.8 1.0 -0.2
N -1.297230 -0.745476 -0.530906 3.6 -0.7 0.8
C -2.479823 -0.762437 -0.852079 -2.7 1.3 1.3
H -0.503127 2.627063 1.797235 0.0 -0.2 0.0
S 1.416471 -1.853844 1.156956 -0.5 0.3 0.5
C 2.174994 0.020358 -0.416600 0.7 2.5 -1.4
O -1.131150 0.580636 1.778362 0.4 -0.4 -2.6
C 3.033846 -1.818398 0.661203 0.7 0.7 -0.2
H -2.001679 2.353279 2.699541 0.6 -1.0 -0.2
```
Positions in Å, forces in eV/Å.

Values from the calculation:
multiplicity = 1
HOMO = -11.226 eV
charge = +1
Kohn-Sham gap = 0.255 hartree
LUMO level = -4.27 eV

Results of the Mulliken charge analysis, in e, for atoms 1 through 2: atom 1 (H): 0.30, atom 2 (C): -0.64


C8H11N3O3S | wB97M-V/def2-TZVPD

The geometry in XYZ format:
```
26
Properties=species:S:1:pos:R:3:forces:R:3
N -1.965651 -2.100505 -3.691595 0.5 -1.3 -1.6
C 3.426628 -0.382483 2.083982 0.0 0.1 0.1
N -0.692693 2.413547 2.727637 -0.3 -0.7 0.3
H -3.875908 0.141187 -0.277560 -0.1 0.0 0.1
H -3.940880 -1.362428 -2.261524 -0.1 -0.1 0.0
C -0.624456 -0.658420 -2.200733 -0.3 -0.4 -0.3
H 3.411645 0.469732 2.762365 0.0 0.0 0.0
O -1.767611 1.222591 0.694793 0.1 0.5 0.9
C -1.836224 -1.232942 -2.617217 0.5 0.9 1.0
C -3.015215 -0.923960 -1.922999 0.5 -0.2 -0.4
H 0.351104 0.622404 -0.804013 0.1 0.0 0.0
H 0.273814 -0.882485 -2.758696 0.0 0.0 0.0
O -0.063737 0.157853 2.208041 -0.2 0.8 0.4
H 2.475438 -0.928653 0.180640 -0.1 -0.2 -0.1
H 4.459862 -0.633803 1.843826 0.1 -0.1 0.0
C 2.684755 -0.080321 0.828881 0.2 -0.1 0.2
H 2.500681 1.814470 1.045180 0.1 -0.2 0.2
N 2.263182 1.034955 0.429550 0.2 0.4 -0.6
S -0.259502 1.627843 1.524053 -0.7 -0.2 0.0
C -2.979014 -0.095770 -0.828430 0.1 0.3 0.4
C -1.761862 0.453093 -0.397399 0.1 -0.6 -0.7
C -0.584376 0.174095 -1.109114 -0.1 0.0 0.1
H -0.503441 3.396982 2.684026 0.2 0.4 -0.3
H -0.012137 -0.553562 1.565751 0.0 -0.1 -0.6
H 2.982917 -1.244374 2.579963 0.0 0.0 0.1
O -0.947320 -2.449047 -4.289405 -1.0 0.7 1.0
```
Positions in Å, forces in eV/Å.

Values from the calculation:
multiplicity = 1
HOMO (alpha / beta) = -8.818 / -8.819 eV
charge = 0
Kohn-Sham gap (alpha / beta) = 0.303 / 0.303 hartree
LUMO level (alpha / beta) = -0.57 / -0.57 eV

Results of the Mulliken charge analysis, in e, for atoms 1 through 2: atom 1 (N): -0.29, atom 2 (C): -1.10


C8H11N4O3 | wB97M-V/def2-TZVPD

The geometry in XYZ format:
```
26
Properties=species:S:1:pos:R:3:forces:R:3
H 0.935697 -1.344747 1.812399 -0.5 0.5 -0.9
H 0.843903 0.413749 1.561516 -1.0 -0.2 -0.1
C -1.332477 0.317610 0.090446 1.9 -3.4 4.1
C 2.297630 -0.446030 0.431679 1.3 -3.8 -2.0
H 0.363076 0.510212 -2.130392 0.3 -0.8 1.0
H 3.053761 0.488003 -1.645198 -1.5 -1.3 1.9
N -1.300089 2.532924 -0.056128 -0.4 0.2 0.2
C 2.183881 0.380103 -0.816521 1.1 -0.4 -2.5
C 0.921677 -0.541443 1.027538 0.9 0.0 1.5
H 2.207452 1.416242 -0.541306 -1.1 0.9 0.4
N -0.995453 1.506230 0.887646 -2.3 1.2 1.3
C -2.389903 -0.651220 0.932485 3.9 0.9 0.5
H 2.512561 -1.564760 0.170427 0.1 1.8 -0.1
H -1.714556 1.745397 1.721500 1.8 -1.5 -2.4
C 0.887262 -0.193971 -1.410853 -1.3 -1.6 -1.4
H 1.021713 -1.202890 -2.022681 0.3 2.1 1.1
H -1.874678 -0.730367 1.982632 -0.8 0.0 -0.8
H 3.133232 -0.153728 0.991475 0.8 0.6 1.6
O -1.860914 -2.027266 0.292286 -1.6 -0.7 0.6
H -0.446723 2.998597 -0.316530 0.2 0.2 -0.6
C -0.756601 -1.986540 -0.328860 1.4 -0.7 -0.6
C -0.010328 -0.698843 -0.180386 -1.4 4.2 -0.2
O -0.300286 -2.920259 -0.966057 0.3 -0.4 -0.3
N -1.885793 1.914142 -1.197919 0.1 0.6 -0.6
N -1.923326 0.688588 -1.070328 -0.5 1.6 -1.9
O -3.570706 -0.449745 0.781135 -2.2 0.2 0.2
```
Positions in Å, forces in eV/Å.

Values from the calculation:
multiplicity = 1
HOMO = -4.237 eV
charge = -1
Kohn-Sham gap = 0.279 hartree
LUMO level = 3.35 eV

Results of the Mulliken charge analysis, in e, for atoms 1 through 2: atom 1 (H): 0.29, atom 2 (H): 0.43


C8H11N5 | wB97M-V/def2-TZVPD

The geometry in XYZ format:
```
24
Properties=species:S:1:pos:R:3:forces:R:3
N -2.496785 -1.733086 -0.006852 -1.0 0.9 -0.2
H -0.619039 -2.600567 0.253498 1.0 -2.6 0.3
C -0.374490 2.230515 0.041878 -0.5 -3.3 -1.6
H -4.615898 -0.057117 1.078586 0.4 -0.5 0.4
H -4.895991 -0.268484 -0.616235 -0.3 0.7 -0.1
C 3.053294 0.020236 -0.472956 -0.3 -1.2 0.3
H 2.913687 1.058274 -0.601631 -0.2 1.0 0.3
N -2.874872 -0.344260 -0.242935 0.5 -0.4 2.2
N -1.629848 1.754064 0.179091 1.2 -1.0 -1.3
C -4.249884 0.234105 0.103345 1.0 -5.3 -0.5
C 3.778785 -0.442543 0.781323 0.9 0.5 -1.2
C -1.186840 -1.796364 -0.000464 -2.0 4.2 -1.1
C -1.726087 0.375538 -0.115550 -1.3 3.3 0.4
H -4.255033 1.240051 0.115974 0.4 3.4 -0.7
H 4.941292 -0.235560 0.752573 -2.5 -0.8 0.2
C 0.606990 0.152311 -0.440702 0.7 -0.3 1.8
N 1.755700 -0.662912 -0.521851 -1.1 2.7 -0.1
C -0.672782 -0.458797 -0.188423 2.8 -0.7 -0.4
H 3.391665 -1.477914 0.798448 1.3 0.2 0.9
H 1.786503 -1.646467 -0.766780 -0.7 0.5 0.1
H 3.571582 -0.306393 -1.298142 1.4 -0.7 -2.2
H 3.262489 0.163337 1.489658 0.2 0.0 1.5
H -0.227563 3.278772 0.020303 0.0 0.9 0.7
N 0.763125 1.523270 -0.342159 -1.7 -1.6 0.3
```
Positions in Å, forces in eV/Å.

Values from the calculation:
multiplicity = 1
HOMO = -8.619 eV
charge = 0
Kohn-Sham gap = 0.341 hartree
LUMO level = 0.66 eV

Results of the Mulliken charge analysis, in e, for atoms 1 through 2: atom 1 (N): -0.80, atom 2 (H): 0.55


C8H11N5 | wB97M-V/def2-TZVPD

The geometry in XYZ format:
```
24
Properties=species:S:1:pos:R:3:forces:R:3
C -0.397650 -2.560733 -2.781157 2.1 2.6 -2.5
N -0.029440 2.152070 -0.040738 -2.4 -1.5 -0.8
H -0.529367 -3.128323 -3.748600 0.5 0.8 1.1
C 0.442347 -0.676082 -1.452363 -1.9 -2.3 3.1
C 0.016019 2.591508 1.273046 -1.4 1.3 -0.1
N -1.129673 -2.894760 -1.781971 -2.9 -3.2 2.7
C -1.074158 -2.439484 -0.593451 -1.6 -1.2 0.1
C -0.581672 -0.761872 0.954138 4.0 2.5 -0.6
C 1.088824 1.426732 -0.461056 -0.3 -0.6 -0.3
H -0.740103 1.056628 2.844107 -0.7 0.2 -0.4
H 0.751078 1.543826 3.078320 0.2 -0.3 -0.8
H -0.857127 3.266856 1.508920 0.8 -1.2 0.1
N 1.123951 0.369461 -1.218976 1.9 5.1 0.9
H 1.936427 2.011081 0.024863 -0.1 -1.6 -1.3
C 0.413507 -1.439163 -2.591956 1.4 -0.5 -1.8
N 0.556614 0.220100 1.474119 -2.0 -3.2 0.9
N 0.094643 1.293413 2.308512 0.8 1.0 0.0
H -1.347460 -1.191914 1.517033 -1.0 -0.2 1.7
H 0.887216 3.197966 1.272167 1.3 0.2 1.6
H -1.637611 -3.059843 0.169201 0.8 1.0 -0.6
H -1.009690 1.894599 -0.271835 1.2 -0.2 -0.8
C -0.335859 -1.251362 -0.254383 -0.2 0.3 -1.2
H 1.131432 -0.480307 1.994318 -0.2 1.1 0.0
H 1.227751 -1.140397 -3.222259 -0.2 0.0 -1.1
```
Positions in Å, forces in eV/Å.

Values from the calculation:
multiplicity = 1
HOMO (alpha / beta) = -16.669 / -16.668 eV
charge = +2
Kohn-Sham gap (alpha / beta) = 0.250 / 0.250 hartree
LUMO level (alpha / beta) = -9.87 / -9.87 eV

Results of the Mulliken charge analysis, in e, for atoms 1 through 2: atom 1 (C): -0.26, atom 2 (N): -0.19